Record 1
# C41H54O6P2SSi2Tl

A structure of composition C41H54O6P2SSi2Tl in a non-equilibrium geometry (ωB97M-V with the def2-TZVPD basis set, the OMol25 dataset).

The value obtained for the HOMO energy (alpha / beta) is -1.8028 / -1.9435 eV. The calculation puts the gap between HOMO and LUMO (alpha / beta) at 0.13973 / 0.14493 Eh.

The geometry in ORCA input format:
```
! RIJCOSX wB97M-V def2-TZVPD def2/J DEFGRID3
* xyz -1 1
Tl 1.647 -1.811 -0.931
O 4.120 -0.492 -0.096
C 4.113 0.695 -0.322
O 2.825 1.352 -0.553
C 5.250 1.639 -0.384
C 6.603 1.358 -0.307
C 7.436 2.425 -0.438
C 7.024 3.721 -0.722
C 5.681 4.050 -0.807
C 4.830 2.985 -0.622
P 2.972 3.006 -0.476
C 2.573 4.344 -1.532
C 2.969 4.353 -2.874
C 3.072 5.549 -3.607
C 2.759 6.750 -3.020
C 2.178 6.719 -1.732
C 2.030 5.564 -1.010
C 2.577 3.491 1.178
C 3.316 4.578 1.735
C 3.112 4.949 3.055
C 2.185 4.305 3.818
C 1.349 3.274 3.233
C 1.538 2.896 1.928
H 6.999 0.388 0.137
H 8.499 2.269 -0.237
H 7.816 4.473 -0.662
H 5.354 5.042 -1.156
H 3.253 3.448 -3.377
H 3.313 5.564 -4.716
H 2.783 7.748 -3.530
H 1.797 7.641 -1.253
H 1.535 5.672 -0.036
H 3.846 5.264 1.103
H 3.660 5.847 3.421
H 1.935 4.504 4.869
H 0.657 2.777 3.885
H 0.974 2.043 1.527
C 1.048 -1.295 3.741
P -0.501 -2.363 3.922
C -0.727 -2.255 5.836
C 0.254 -4.054 3.666
H 1.975 -1.837 4.130
H 0.964 -0.343 4.287
H 1.249 -0.979 2.732
H 0.120 -2.171 6.524
H -1.314 -3.116 6.179
H -1.322 -1.335 5.911
H 0.575 -4.383 4.660
H 1.078 -3.930 2.995
H -0.513 -4.723 3.249
C 3.985 -5.310 -1.973
C 4.766 -4.054 -1.643
O 3.928 -3.151 -0.839
H 4.651 -5.980 -2.573
H 3.127 -5.025 -2.625
H 3.596 -5.816 -1.071
H 5.091 -3.529 -2.503
H 5.670 -4.276 -1.021
H 4.489 -2.378 -0.625
C -8.088 -3.227 2.382
C -6.734 -2.940 2.688
C -5.882 -2.514 1.704
C -6.269 -2.289 0.386
C -7.572 -2.649 0.107
C -8.472 -3.098 1.056
Si -5.101 -1.591 -0.917
C -4.008 -2.947 -1.646
C -4.082 -4.303 -1.164
C -3.055 -5.159 -1.465
C -2.063 -4.776 -2.359
C -2.021 -3.544 -2.925
C -2.919 -2.566 -2.479
H -8.806 -3.540 3.165
H -6.388 -3.049 3.753
H -4.822 -2.223 1.937
H -7.916 -2.523 -0.920
H -9.496 -3.173 0.653
H -6.031 -1.035 -1.891
H -4.891 -4.565 -0.467
H -3.000 -6.156 -1.026
H -1.326 -5.554 -2.554
H -1.259 -3.299 -3.673
H -2.661 -1.574 -2.758
C 2.100 -1.125 -5.587
S 2.685 -1.480 -3.981
O 1.704 -2.470 -3.345
O 3.999 -2.000 -4.159
O 2.603 -0.149 -3.253
H 2.380 -0.090 -5.855
H 1.063 -1.228 -5.439
H 2.508 -1.871 -6.272
C -3.217 2.535 0.183
Si -4.641 1.330 0.490
C -6.026 1.850 -0.713
C -5.112 1.160 2.240
C -3.951 -0.358 -0.082
H -3.631 3.577 0.092
H -2.615 2.224 -0.674
H -2.578 2.547 1.158
H -6.201 2.907 -0.602
H -6.975 1.295 -0.452
H -5.778 1.631 -1.771
H -4.213 1.184 2.879
H -5.538 0.109 2.388
H -5.868 1.821 2.604
H -3.020 -0.272 -0.733
H -3.587 -0.910 0.850
*
```

Record 2
# C24H30N4O3

An isolated molecule of C24H30N4O3 (ωB97M-V with the def2-TZVPD basis set, the OMol25 dataset).

The value obtained for the HOMO energy is -8.0966 eV. The calculation puts the gap between HOMO and LUMO at 0.31255 Eh.

The geometry in ORCA input format:
```
! RIJCOSX wB97M-V def2-TZVPD def2/J DEFGRID3
* xyz 0 1
C 0.901 2.286 -4.665
C 1.366 1.573 -3.439
C 2.025 0.381 -3.495
C 2.483 -0.284 -2.324
N 3.239 -1.335 -2.435
C 3.609 -2.080 -1.369
O 4.529 -2.865 -1.378
C 2.714 -1.897 -0.126
C 2.523 -0.396 0.124
C 3.850 0.211 0.600
C 1.467 -0.202 1.233
O 1.828 0.107 2.355
N 0.159 -0.442 0.966
C -0.784 -0.081 2.006
C -1.446 1.268 1.702
O -1.062 1.991 0.805
N -2.476 1.537 2.523
C -3.297 2.752 2.488
C -4.342 2.623 3.595
C -3.981 2.851 1.122
C -2.410 3.974 2.732
C -0.461 -0.763 -0.309
C -1.534 -1.811 -0.137
C -2.847 -1.543 -0.500
C -3.829 -2.506 -0.343
C -3.508 -3.744 0.185
C -2.202 -4.017 0.556
C -1.220 -3.057 0.395
N 2.139 0.286 -1.111
C 1.530 1.492 -1.048
C 1.134 2.152 -2.164
H -0.172 2.463 -4.612
H 1.392 3.256 -4.740
H 1.123 1.711 -5.559
H 2.260 -0.099 -4.430
H 3.191 -2.357 0.740
H 1.768 -2.408 -0.313
H 4.634 -0.006 -0.123
H 3.754 1.289 0.714
H 4.123 -0.211 1.562
H -1.541 -0.862 2.108
H -0.219 0.006 2.939
H -2.684 0.877 3.254
H -4.981 3.501 3.605
H -4.966 1.746 3.434
H -3.861 2.540 4.568
H -3.230 2.917 0.340
H -4.610 3.736 1.081
H -4.598 1.973 0.943
H -3.008 4.881 2.713
H -1.650 4.037 1.958
H -1.917 3.898 3.699
H 0.281 -1.140 -1.011
H -0.899 0.148 -0.735
H -3.098 -0.574 -0.908
H -4.846 -2.287 -0.632
H -4.274 -4.495 0.309
H -1.946 -4.982 0.969
H -0.204 -3.271 0.692
H 1.348 1.890 -0.060
H 0.640 3.104 -2.077
*
```

Record 3
# CH6N

A cluster of 2 separate species, CH6N in total in a non-equilibrium geometry (ωB97M-V with the def2-TZVPD basis set, the OMol25 dataset).

The value obtained for the HOMO energy is -18.5316 eV. The calculation puts the gap between HOMO and LUMO at 0.45753 Eh.

The geometry in ORCA input format:
```
! RIJCOSX wB97M-V def2-TZVPD def2/J DEFGRID3
* xyz 1 1
C -1.121 -0.016 -0.009
N 0.991 0.019 0.011
H -1.554 -0.248 0.873
H -1.149 1.115 -0.250
H -1.095 -0.752 -0.724
H 1.117 -0.890 -0.397
H 1.414 -0.017 0.949
H 1.397 0.789 -0.452
*
```

Respective ΔE to the lowest compared entry with this formula, charge and spin values: 0.0 30.8 50.3 kcal/mol.